(1)
ORCA calculation (ωB97M-V/def2-TZVPD) on a single C4H6O2 molecule.

Structure (XYZ):
```
12
C4H6O2, DFT ωB97M-V/def2-TZVPD
O -2.2405 1.1270 0.4966
C -1.4463 1.6083 -0.2655
O -0.2376 1.1064 -0.5672
C 0.2185 0.1027 0.3212
C 1.4507 -0.6360 -0.0613
C 0.1179 -1.3472 -0.0105
H -1.5842 2.5622 -0.7929
H 0.0803 0.4002 1.3544
H 1.8687 -0.4481 -1.0456
H 2.1823 -0.8177 0.7198
H -0.3254 -1.6292 -0.9598
H -0.0844 -2.0285 0.8108
```

For the lowest unoccupied orbital energy, the calculation gives 1.09 eV. As for the SMILES: O=COC1CC1. For the orbital gap, the calculation gives 11.59 eV. The HOMO energy comes out at -10.505 eV. The calculation puts the molecular weight at 86.1 Da.

Atomic partial charges in e from the natural (NBO) method, atoms 1 to 8: -0.5712 0.6483 -0.4949 0.0635 -0.4348 -0.4349 0.1213 0.2052



(2)
ORCA calculation (ωB97M-V/def2-TZVPD) on a molecular structure, C37H41BrN4O2V.

Structure (XYZ):
```
86
C37H41BrN4O2V, DFT ωB97M-V/def2-TZVPD
V -0.1293 0.3153 1.4514
Br 4.2358 4.7665 5.4384
C 3.3940 3.6055 4.2090
C 4.1720 2.7245 3.4422
C 3.5820 1.8737 2.5444
C 2.1818 1.8405 2.3732
O 1.6712 1.0006 1.5166
C 1.4048 2.7483 3.1420
C -0.0073 2.8824 2.9992
N -0.7653 2.1442 2.2514
C -2.1475 2.4254 2.1180
C -2.7813 3.5871 2.4757
C -4.1757 3.7286 2.3120
C -4.9294 2.7235 1.7802
C -4.3062 1.5235 1.3651
C -5.0091 0.4416 0.7875
C -4.3321 -0.6776 0.3986
C -2.9382 -0.7215 0.5756
N -2.2550 0.2636 1.1086
C -2.9151 1.3845 1.5221
C 2.0390 3.6232 4.0544
H 5.2468 2.7216 3.5665
H 4.1756 1.1909 1.9519
H -0.4577 3.6886 3.5776
H -2.2249 4.4203 2.8824
H -4.6440 4.6553 2.6144
H -5.9989 2.8341 1.6582
H -6.0821 0.5155 0.6604
H -4.8405 -1.5232 -0.0415
H -2.3690 -1.5928 0.2719
H 1.4344 4.3111 4.6326
C 1.4071 3.0532 -4.9240
C 0.3930 1.9026 -4.8411
C 0.9016 0.7364 -5.6874
C -0.9602 2.3649 -5.4005
C 0.2161 1.5166 -3.3793
C -0.2558 2.4502 -2.4555
C -0.3975 2.0925 -1.1336
N -0.1041 0.8730 -0.6770
C 0.3499 -0.0394 -1.5427
C 0.5162 0.2521 -2.8897
C 0.6650 -1.3682 -0.9521
C 1.1220 -2.4412 -1.6909
C 1.4081 -3.6601 -1.0724
C 1.2070 -3.7247 0.3000
C 0.7432 -2.6124 0.9817
N 0.4735 -1.4590 0.3752
C 1.9187 -4.8315 -1.9004
C 2.1578 -6.0747 -1.0446
C 0.8810 -5.1687 -2.9810
C 3.2429 -4.4261 -2.5646
H 1.5476 3.3434 -5.9660
H 2.3753 2.7528 -4.5202
H 1.0682 3.9329 -4.3761
H 1.0076 1.0632 -6.7218
H 0.2058 -0.1052 -5.6793
H 1.8807 0.3876 -5.3529
H -0.8464 2.6475 -6.4477
H -1.3476 3.2310 -4.8633
H -1.7023 1.5667 -5.3423
H -0.5075 3.4575 -2.7559
H -0.7521 2.8047 -0.3983
H 0.8879 -0.5091 -3.5565
H 1.2628 -2.3372 -2.7564
H 1.4064 -4.6271 0.8577
H 0.5732 -2.6185 2.0509
H 1.2407 -6.4178 -0.5624
H 2.9122 -5.8990 -0.2759
H 2.5182 -6.8841 -1.6796
H -0.0737 -5.4503 -2.5335
H 1.2356 -6.0082 -3.5802
H 0.7072 -4.3299 -3.6565
H 3.9942 -4.1695 -1.8161
H 3.1194 -3.5708 -3.2302
H 3.6243 -5.2573 -3.1590
C -1.9657 -1.8293 4.2663
C -1.1675 -0.5511 4.0683
C -0.3214 -0.2101 5.2837
O -0.3220 -0.7023 2.9440
H -2.6440 -1.7407 5.1162
H -1.2890 -2.6659 4.4521
H -2.5566 -2.0551 3.3765
H -1.8751 0.2738 3.8940
H 0.3875 -1.0162 5.4806
H -0.9453 -0.0721 6.1683
H 0.2475 0.7051 5.1112
```

The multiplicity is 3. For the lowest unoccupied orbital energy (alpha / beta), the calculation gives -3.28 / -3.24 eV. As for the charge: +1. Its expectation value of S² is 2.012. For the orbital gap (alpha / beta), the calculation gives 6.91 / 7.00 eV. The HOMO energy (alpha / beta) comes out at -10.195 / -10.239 eV. The calculation puts the molecular weight at 704.6 Da.

Atomic partial charges in e from the Mulliken method, atoms 1 to 8: 0.1948 -0.1831 -0.4132 -0.2442 -1.0031 0.1696 -0.3160 0.5354



(3)
ORCA calculation (ωB97M-V/def2-TZVPD) on a molecular structure, C15H19BClN6O4PdS2.

Structure (XYZ):
```
49
C15H19BClN6O4PdS2, DFT ωB97M-V/def2-TZVPD
Pd 0.1795 -1.0716 -0.7526
C -3.4183 2.1309 -1.4240
N -2.6435 1.1445 -2.1365
C -2.8577 -0.2234 -2.1363
C -1.8781 -0.7628 -2.8901
N -1.0676 0.2552 -3.3509
B 0.1957 0.0360 -4.2075
N 1.4601 0.0496 -3.2505
C 2.7089 0.3690 -3.7309
C 3.6160 0.0778 -2.7743
N 2.8999 -0.4125 -1.7016
C 3.4807 -0.9848 -0.5005
C 1.5812 -0.4550 -2.0211
S 2.1153 -4.3937 -1.9448
C -1.5458 1.4375 -2.8897
S -0.9543 3.0010 -3.1478
H -4.2385 1.6245 -0.9180
H -3.8077 2.8757 -2.1174
H -2.7940 2.6448 -0.6933
H -3.6608 -0.6766 -1.5835
H -1.6565 -1.7908 -3.1138
H 0.3327 0.9114 -5.0219
H 0.1384 -1.0686 -4.7062
H 2.8352 0.7939 -4.7104
H 4.6864 0.1787 -2.7502
H 4.5187 -0.6651 -0.4296
H 3.4474 -2.0740 -0.5321
H 2.9342 -0.6400 0.3758
C -0.2383 -2.2347 3.5580
C 0.2924 -3.0849 2.4579
N 0.2631 -2.7959 1.1825
C 0.8788 -3.8540 0.5352
C 1.2758 -4.8022 1.4516
N 0.8878 -4.2872 2.6530
C 1.8595 -6.2107 1.4916
O 2.4005 -6.6501 0.4429
O 1.7630 -6.7568 2.5960
C 0.8616 -3.7775 -0.9325
O 3.3125 -4.8440 -0.9687
O -0.0722 -3.1930 -1.5066
H -0.6011 -1.3029 3.1322
H 0.5361 -2.0109 4.2934
H -1.0622 -2.7301 4.0751
H 0.9899 -4.8431 3.4906
H 2.9781 -5.6630 -0.4123
Cl -1.3357 0.3426 0.9615
C 0.1155 0.7396 -0.0349
H 0.9213 1.0419 0.6277
H -0.1650 1.5072 -0.7530
```

For the lowest unoccupied orbital energy, the calculation gives 2.50 eV. As for the charge: -1. For the orbital gap, the calculation gives 7.02 eV. The HOMO energy comes out at -4.521 eV. The calculation puts the molecular weight at 564.2 Da.

Atomic partial charges in e from the natural (NBO) method, atoms 1 to 8: 0.6275 -0.3957 -0.3874 -0.1053 -0.0664 -0.5409 0.1976 -0.4890



(4)
ORCA calculation (ωB97M-V/def2-TZVPD) on a single C2H4N4O molecule in a non-equilibrium geometry.

Structure (XYZ):
```
11
C2H4N4O, DFT ωB97M-V/def2-TZVPD
O -2.5207 -0.0523 -0.1876
C -1.2421 -0.1418 0.0581
N -0.6172 -1.1879 0.3369
N 0.6623 -1.3936 -0.0568
C 1.4408 -0.3191 -0.2236
N 0.9470 0.8501 0.2503
N -0.5499 1.0207 -0.0454
H -0.9220 -2.0461 0.0408
H 2.4673 -0.1839 -0.4866
H 1.3429 1.7805 -0.0782
H -1.0084 1.6733 0.3921
```

For the lowest unoccupied orbital energy, the calculation gives 0.61 eV. As for the SMILES: O=C1NN=CNN1. For the orbital gap, the calculation gives 9.44 eV. The HOMO energy comes out at -8.833 eV. The calculation puts the molecular weight at 100.1 Da.

Atomic partial charges in e from the natural (NBO) method, atoms 1 to 8: -0.6526 0.7336 -0.4476 -0.3089 0.1927 -0.4729 -0.4591 0.4183



(5)
ORCA calculation (ωB97M-V/def2-TZVPD) on 2 unconnected molecules or ions with the total composition C6H6I2O2 in a non-equilibrium geometry.

Structure (XYZ):
```
16
C6H6I2O2, DFT ωB97M-V/def2-TZVPD
O -1.2392 -1.8800 -2.5178
C -0.2399 -1.6418 -1.6124
I 1.7196 -2.2814 -2.0926
C -0.5355 -1.1902 -0.3682
C 0.3752 -0.7695 0.6413
C 0.1131 -0.2043 1.8563
O 1.0194 0.1432 2.7877
I -1.8768 0.5623 2.3545
H -1.8474 -1.1057 -2.4959
H -1.5283 -1.0180 -0.0309
H 1.3054 -1.0701 0.2476
H 0.7821 0.1104 3.6821
C 0.0131 2.6527 -0.9950
C 0.9575 2.4975 -0.2327
H -0.9470 3.0217 -1.2691
H 1.9286 2.1731 0.0451
```

For the lowest unoccupied orbital energy, the calculation gives 0.15 eV. As for the SMILES: O/C(I)=C/C=C(/O)I.C#C. For the orbital gap, the calculation gives 8.16 eV. The HOMO energy comes out at -8.010 eV. The calculation puts the molecular weight at 363.9 Da.

Atomic partial charges in e from the natural (NBO) method, atoms 1 to 8: -0.6903 0.1867 0.1339 -0.3290 -0.3401 0.2460 -0.6923 0.0382



(6)
ORCA calculation (ωB97M-V/def2-TZVPD) on 11 unconnected molecules or ions with the total composition C4H28NO13 in a non-equilibrium geometry.

Structure (XYZ):
```
46
C4H28NO13, DFT ωB97M-V/def2-TZVPD
O 0.7066 1.1629 -0.1979
C 0.0496 0.1017 0.0222
O -0.3901 -0.6439 -0.8852
C -0.4907 -0.0401 1.4622
C 0.4989 -1.1488 2.0433
C -0.4639 -1.9579 3.0367
O 0.9033 -1.9558 1.0085
N -0.3348 1.1124 2.3060
H -1.5426 -0.4544 1.3699
H 1.4213 -0.7935 2.5049
H -0.2284 -3.0057 3.1500
H -1.4205 -1.9334 2.4454
H -0.8891 -1.4423 3.8587
H 0.1639 -2.2159 0.4323
H 0.3133 0.9278 3.0984
H 0.0300 1.9218 1.8164
H 1.8642 2.8942 0.8462
H 0.9731 4.1823 1.2094
O 1.8066 3.7530 1.3806
H -1.6924 -3.5919 -1.7402
H -1.3952 -2.0412 -1.6484
O -1.9601 -2.7319 -2.0397
H 3.7911 -0.4409 -0.5344
H 3.0061 0.6913 -0.0347
O 3.8375 0.5669 -0.4983
H 0.3187 -0.4778 -4.2760
H 0.8679 -0.8822 -2.7314
O 0.9529 -0.8285 -3.6793
H 2.7267 -2.2018 -2.9675
H 1.9184 -3.2574 -2.1826
O 2.7915 -3.0306 -2.4626
H -3.3516 2.9213 0.7706
H -2.2737 3.4654 -0.2078
O -3.1933 3.5658 0.0222
H -2.8170 -3.7045 -0.0128
H -2.6069 -3.7278 1.6618
O -2.2898 -3.7134 0.7750
H -0.2238 1.6528 -2.8865
H 0.1488 2.6471 -1.7761
O -0.1621 2.5978 -2.6753
H 1.8106 2.7726 -2.9525
H 2.8435 2.1001 -2.1233
O 2.6072 2.9544 -2.4894
H -2.1461 1.7168 2.0813
H -3.3287 0.7872 1.8239
O -3.1507 1.7260 1.8761
```

For the lowest unoccupied orbital energy, the calculation gives 2.36 eV. As for the charge: -1. For the orbital gap, the calculation gives 9.20 eV. The HOMO energy comes out at -6.841 eV. The calculation puts the molecular weight at 298.3 Da.

Atomic partial charges in e from the natural (NBO) method, atoms 1 to 8: -0.8260 0.7945 -0.8254 -0.1889 0.1215 -0.6645 -0.7293 -0.8823



(7)
ORCA calculation (ωB97M-V/def2-TZVPD) on a molecular structure, C6H18FeNO9 in a non-equilibrium geometry.

Structure (XYZ):
```
35
C6H18FeNO9, DFT ωB97M-V/def2-TZVPD
Fe 0.2604 -0.0696 0.2304
N 0.1095 -2.0346 -2.2406
O 0.3401 -2.1208 -3.4481
O 0.5000 -0.9914 -1.5955
O -0.4936 -2.9320 -1.6100
C -2.5067 0.8160 -2.6020
C -1.3898 1.6459 -2.0377
O -1.1171 1.2849 -0.6475
O -2.2257 -0.5757 -2.5006
H -2.6401 0.9568 -3.6774
H -3.4390 1.1020 -2.1006
H -1.6018 2.7159 -1.9885
H -0.4841 1.5899 -2.6411
H -1.8107 1.7322 -0.1513
H -2.9698 -1.0709 -2.8536
C -0.2556 -2.2546 2.2175
C 1.1276 -2.5473 1.6397
O 1.6940 -1.4103 0.9289
O -1.0017 -1.4353 1.2889
H 0.0111 -1.6820 3.1102
H -0.8072 -3.1637 2.4319
H 1.2638 -3.4462 1.0356
H 1.8101 -2.7455 2.4739
H 2.5919 -1.6516 0.6814
H -1.9197 -1.5714 1.5508
C 1.1116 2.3245 1.8159
C 2.3040 1.9023 0.9627
O 1.7722 1.3709 -0.2448
O 0.2246 1.1834 2.0178
H 0.5418 3.0922 1.2907
H 1.4137 2.7357 2.7787
H 2.9971 1.2103 1.4445
H 2.9063 2.8010 0.8080
H 2.1338 1.8036 -1.0249
H -0.4509 1.4353 2.6566
```

The multiplicity is 5. For the lowest unoccupied orbital energy (alpha / beta), the calculation gives -3.20 / -3.19 eV. As for the charge: +1. Its expectation value of S² is 6.006. For the orbital gap (alpha / beta), the calculation gives 8.19 / 8.22 eV. The HOMO energy (alpha / beta) comes out at -11.383 / -11.407 eV. The calculation puts the molecular weight at 304.1 Da.

Atomic partial charges in e from the natural (NBO) method, atoms 1 to 8: 1.5795 0.7316 -0.4105 -0.7006 -0.4867 -0.1000 -0.0859 -0.7885



(8)
ORCA calculation (ωB97M-V/def2-TZVPD) on a single C4H5NO2 molecule in a non-equilibrium geometry.

Structure (XYZ):
```
12
C4H5NO2, DFT ωB97M-V/def2-TZVPD
O -1.9127 -0.1375 1.4558
C -1.0201 -0.7708 0.9480
C 0.0379 0.7510 -1.1793
C 0.2906 1.0841 0.2510
N 0.3000 -0.2886 0.7709
C 1.0157 -0.9651 -0.2503
O 0.6256 -0.3994 -1.4024
H -1.1459 -1.8007 0.5664
H -0.2498 1.3401 -2.0338
H 1.3062 1.5139 0.3571
H -0.4378 1.6943 0.7802
H 1.1676 -2.0347 -0.2663
```

For the lowest unoccupied orbital energy (alpha / beta), the calculation gives 0.34 / 0.55 eV. For the orbital gap (alpha / beta), the calculation gives 8.19 / 8.68 eV. The HOMO energy (alpha / beta) comes out at -7.852 / -8.122 eV. The calculation puts the molecular weight at 99.1 Da.

Atomic partial charges in e from the natural (NBO) method, atoms 1 to 8: -0.5563 0.5303 0.0698 -0.3101 -0.4761 0.1345 -0.3636 0.1156



(9)
ORCA calculation (ωB97M-V/def2-TZVPD) on a single C4H4N4 molecule in a non-equilibrium geometry.

Structure (XYZ):
```
12
C4H4N4, DFT ωB97M-V/def2-TZVPD
C -0.5414 1.6852 1.1563
C 0.7185 0.5857 -0.0612
C -0.4374 -0.2252 0.1173
C 0.8066 -1.4312 -1.1785
N 0.6286 1.7560 0.5842
N 1.6609 -0.3235 -1.0331
N -0.4570 -1.3663 -0.5023
N -1.2410 0.5237 0.9321
H -0.9434 2.4760 1.7606
H 0.6336 -1.6253 -2.2468
H 1.3193 -2.3362 -0.8210
H -2.1471 0.2811 1.2925
```

The multiplicity is 3. For the lowest unoccupied orbital energy (alpha / beta), the calculation gives 0.75 / -1.99 eV. Its expectation value of S² is 2.029. For the orbital gap (alpha / beta), the calculation gives 8.02 / 8.29 eV. The HOMO energy (alpha / beta) comes out at -7.272 / -10.276 eV. The calculation puts the molecular weight at 108.1 Da.

Atomic partial charges in e from the natural (NBO) method, atoms 1 to 8: 0.2105 0.2359 0.1994 -0.1824 -0.4367 -0.1733 -0.3635 -0.5334



(10)
ORCA calculation (ωB97M-V/def2-TZVPD) on 2 unconnected molecules or ions with the total composition CH3ClN2S in a non-equilibrium geometry.

Structure (XYZ):
```
8
CH3ClN2S, DFT ωB97M-V/def2-TZVPD
C -2.1495 -0.1505 -0.0392
N -1.4294 0.8883 0.0130
N 0.6689 -1.0765 -0.9667
S 0.2065 -2.1656 0.1229
Cl -3.8868 -0.3156 -0.1051
H -1.9899 1.8186 0.0938
H 0.6472 -0.0765 -0.7799
H 0.6102 -1.3934 -1.9544
```

For the lowest unoccupied orbital energy (alpha / beta), the calculation gives -1.39 / -0.55 eV. For the orbital gap (alpha / beta), the calculation gives 6.83 / 8.12 eV. The HOMO energy (alpha / beta) comes out at -8.229 / -8.667 eV. The calculation puts the molecular weight at 110.6 Da.

The natural (NBO) scheme yields these atomic charges, measured in e: 0.2917 -0.7256 -0.9201 0.1849 -0.0077 0.3825 0.4067 0.3876